# 1
Computed, not measured: a cluster of 5 separate species, C16H44BrN4O4 in total at a distorted geometry, with the ωB97M-V functional and the def2-TZVPD basis.

Each line ends with the natural charge from an NBO analysis.
Cartesian coordinates (Å):
Br (-1.9902, -24.9137, 3.3008)  -0.922
C (2.4955, -23.2428, 2.6594)  -0.739
C (1.7882, -22.5415, 3.7612)  0.718
O (1.7564, -21.3922, 3.9940)  -0.410
N (0.9236, -23.4570, 4.6477)  -0.616
H (0.1786, -23.9248, 4.0901)  0.477
H (1.4864, -24.2442, 4.9889)  0.429
C (0.3948, -22.7982, 5.8698)  -0.430
H (3.4962, -23.4527, 3.0503)  0.281
H (2.5618, -22.5804, 1.8026)  0.291
H (1.9882, -24.1585, 2.3595)  0.230
H (-0.4123, -23.3883, 6.2932)  0.229
H (0.0152, -21.8117, 5.6266)  0.259
H (1.2027, -22.7047, 6.5892)  0.244
C (-4.9814, -23.1516, 4.8771)  -0.746
C (-5.5723, -24.2836, 5.6371)  0.710
O (-6.5358, -24.2796, 6.3088)  -0.413
N (-4.8152, -25.6205, 5.5573)  -0.615
H (-5.3942, -26.3103, 5.0780)  0.440
H (-3.9482, -25.4770, 5.0063)  0.465
C (-4.4537, -26.1691, 6.9214)  -0.416
H (-5.6818, -22.3248, 4.8214)  0.288
H (-4.6674, -23.4472, 3.8743)  0.251
H (-4.0864, -22.7977, 5.3998)  0.273
H (-5.3242, -26.0775, 7.5640)  0.265
H (-3.5843, -25.6623, 7.3174)  0.237
H (-4.2759, -27.2301, 6.7619)  0.229
C (-5.3303, -27.3743, 0.0773)  -0.407
N (-4.9048, -25.9565, -0.0963)  -0.197
C (-5.7006, -25.3251, -1.1958)  -0.409
C (-5.2257, -25.2396, 1.1869)  -0.410
C (-3.4255, -25.7919, -0.3403)  -0.247
C (-2.8109, -26.7612, -1.3221)  -0.098
O (-2.6784, -28.0579, -0.7165)  -0.748
H (-6.3797, -27.3748, 0.3536)  0.233
H (-4.7353, -27.8319, 0.8618)  0.226
H (-5.1170, -27.8973, -0.8462)  0.249
H (-5.5334, -25.8971, -2.1033)  0.240
H (-5.3250, -24.3125, -1.3234)  0.234
H (-6.7478, -25.2941, -0.9159)  0.244
H (-6.2992, -25.3627, 1.3205)  0.228
H (-4.8998, -24.2048, 1.1585)  0.244
H (-4.7248, -25.7370, 2.0158)  0.223
H (-2.8858, -25.8762, 0.6030)  0.253
H (-3.3349, -24.7881, -0.7495)  0.239
H (-1.8052, -26.4009, -1.5438)  0.213
H (-3.3939, -26.8523, -2.2423)  0.195
H (-1.9847, -28.5357, -1.1828)  0.491
C (0.7087, -27.8831, 3.5648)  -0.412
N (-0.0423, -29.0734, 3.0612)  -0.202
C (0.3210, -30.2584, 3.8896)  -0.423
C (-1.4947, -28.8258, 3.2394)  -0.417
C (0.2015, -29.3604, 1.5977)  -0.227
C (1.5584, -29.9023, 1.2147)  -0.099
O (2.5867, -29.1127, 1.7756)  -0.736
H (0.2359, -27.5725, 4.4896)  0.220
H (0.6358, -27.1036, 2.8078)  0.227
H (1.7572, -28.1412, 3.6414)  0.264
H (1.3232, -30.5743, 3.6175)  0.248
H (-0.3171, -31.1079, 3.6377)  0.237
H (0.2088, -30.0461, 4.9467)  0.240
H (-1.7651, -28.7149, 4.2820)  0.230
H (-2.0412, -29.6428, 2.7673)  0.229
H (-1.7930, -27.9503, 2.6591)  0.243
H (-0.0908, -28.4490, 1.0753)  0.223
H (-0.5540, -30.0994, 1.3223)  0.235
H (1.5812, -29.8198, 0.1186)  0.210
H (1.6565, -30.9711, 1.4189)  0.197
H (3.4264, -29.4002, 1.3966)  0.507

Charge: +3
E in eV: -101473.7950
Largest force on an atom in eV Å⁻¹: 1.37
ΔE to the lowest compared entry with this formula, charge and spin in kcal/mol: 22.47
Gap between HOMO and LUMO in Eh: 0.3525

# 2
Computed, not measured: a cluster of 4 separate species, C16H44N4O4 in total at a distorted geometry, with the ωB97M-V functional and the def2-TZVPD basis.

Each line ends with the natural charge from an NBO analysis.
Cartesian coordinates (Å):
C (-3.5350, 3.3366, 4.9816)  -0.244
O (-2.7640, 2.9806, 3.9027)  -0.543
C (-1.9752, 4.0250, 3.3256)  -0.078
C (-0.6733, 4.2427, 4.1471)  -0.086
C (0.1431, 5.4665, 3.7823)  -0.612
N (0.1004, 2.9912, 4.1762)  -0.816
H (-2.9354, 3.7432, 5.7961)  0.158
H (-4.0486, 2.4670, 5.3914)  0.191
H (-4.3023, 4.0220, 4.6218)  0.164
H (-1.7486, 3.6818, 2.3161)  0.184
H (-2.5136, 4.9635, 3.1940)  0.170
H (-1.0063, 4.5435, 5.1405)  0.177
H (0.5231, 5.4158, 2.7620)  0.201
H (0.9291, 5.7640, 4.4764)  0.222
H (-0.4793, 6.3584, 3.7085)  0.202
H (-0.1610, 2.4826, 3.3438)  0.353
H (-0.4070, 2.4993, 4.8978)  0.357
C (2.1871, -3.0018, 2.2094)  -0.250
O (3.0492, -3.1735, 1.0178)  -0.565
C (2.4572, -3.7851, -0.1537)  -0.056
C (2.9384, -2.9972, -1.4717)  -0.055
C (2.7611, -1.4779, -1.4548)  -0.630
N (2.5077, -3.5857, -2.7233)  -0.849
H (2.0010, -4.0109, 2.5770)  0.168
H (1.1928, -2.5837, 2.0525)  0.182
H (2.6973, -2.3935, 2.9563)  0.195
H (2.7822, -4.8222, -0.2368)  0.168
H (1.3696, -3.7795, -0.0826)  0.172
H (4.0027, -3.1651, -1.6364)  0.160
H (3.0179, -0.9648, -2.3815)  0.222
H (3.4207, -1.0165, -0.7198)  0.225
H (1.7296, -1.2234, -1.2110)  0.202
H (2.8522, -4.5266, -2.8500)  0.354
H (2.9303, -3.0215, -3.4466)  0.361
C (-2.1029, -3.3155, -2.9878)  -0.260
O (-1.6208, -1.9114, -2.9638)  -0.568
C (-0.5479, -1.7469, -3.8731)  -0.094
C (-0.1370, -0.2976, -3.9746)  -0.076
C (-1.1782, 0.5544, -4.6783)  -0.629
N (1.0653, -0.2138, -4.6515)  -0.810
H (-2.8313, -3.4296, -3.7906)  0.179
H (-2.7094, -3.5865, -2.1236)  0.195
H (-1.2429, -3.9800, -3.0723)  0.186
H (0.2134, -2.4820, -3.6119)  0.206
H (-0.7901, -2.2693, -4.7986)  0.158
H (0.1387, 0.0533, -2.9802)  0.186
H (-1.2730, 0.1754, -5.6959)  0.198
H (-0.9760, 1.6252, -4.6562)  0.214
H (-2.1618, 0.4081, -4.2318)  0.224
H (1.1380, 0.6454, -5.1774)  0.359
H (0.9139, -0.9678, -5.3063)  0.340
C (1.8118, 0.7573, 1.7272)  -0.244
O (0.5001, 0.3685, 1.4387)  -0.563
C (-0.1593, 0.8822, 0.2649)  -0.057
C (-1.4001, 0.1164, 0.0698)  -0.066
C (-1.1439, -1.4117, 0.1817)  -0.625
N (-1.9232, 0.3488, -1.2663)  -0.839
H (2.4493, 0.8521, 0.8481)  0.165
H (2.3005, 0.0986, 2.4451)  0.188
H (1.8782, 1.7355, 2.2033)  0.169
H (-0.3341, 1.9524, 0.3749)  0.171
H (0.4694, 0.8628, -0.6253)  0.164
H (-2.0828, 0.4189, 0.8639)  0.189
H (-2.0009, -2.0428, -0.0535)  0.202
H (-0.8495, -1.6786, 1.1967)  0.210
H (-0.2508, -1.6750, -0.3851)  0.201
H (-2.8135, -0.1197, -1.1769)  0.350
H (-1.3925, -0.1822, -1.9420)  0.376

Charge: 0
Structure (SMILES): COC[C@H](C)N.COC[C@H](C)N.COC[C@H](C)N.COC[C@H](C)N
E in eV: -31451.5232
Largest force on an atom in eV Å⁻¹: 3.41
ΔE to the lowest compared entry with this formula, charge and spin in kcal/mol: 61.68
Gap between HOMO and LUMO in Eh: 0.3551

# 3
Computed, not measured: a cluster of 6 separate species, C16H44O6 in total at a distorted geometry, with the ωB97M-V functional and the def2-TZVPD basis.

Each line ends with the natural charge from an NBO analysis.
Cartesian coordinates (Å):
C (-1.6791, -0.5973, -4.6344)  -0.628
C (-1.2159, -1.9935, -4.6830)  0.092
C (-2.2422, -3.0040, -4.2245)  -0.628
O (-0.9562, -2.2206, -6.0818)  -0.729
H (-2.3701, -0.4979, -5.4629)  0.220
H (-0.8801, 0.0901, -4.8569)  0.216
H (-2.1835, -0.2832, -3.7181)  0.211
H (-0.2952, -2.0951, -4.0590)  0.153
H (-2.5191, -3.0027, -3.1707)  0.211
H (-1.8847, -4.0193, -4.4480)  0.202
H (-3.1175, -2.8453, -4.8284)  0.212
H (-0.6057, -3.1241, -6.2099)  0.468
C (-1.4017, -1.7829, 4.2301)  -0.633
C (-0.1310, -2.6616, 4.3422)  0.103
C (0.2893, -3.4898, 3.0940)  -0.637
O (0.9439, -1.8261, 4.7083)  -0.746
H (-2.2507, -2.4593, 4.0505)  0.200
H (-1.2958, -1.1123, 3.3589)  0.202
H (-1.6375, -1.1944, 5.1262)  0.221
H (-0.2591, -3.2832, 5.1974)  0.167
H (1.1197, -4.1993, 3.2700)  0.220
H (0.4915, -2.8646, 2.2004)  0.206
H (-0.5919, -4.0413, 2.7519)  0.199
H (0.9876, -1.0930, 4.1021)  0.484
C (-2.0028, 2.0638, 0.9212)  -0.627
C (-2.5876, 3.4568, 0.8063)  0.092
C (-3.3685, 3.7632, 2.0947)  -0.625
O (-1.4444, 4.3451, 0.6995)  -0.725
H (-2.8015, 1.3073, 0.9110)  0.206
H (-1.4120, 1.9185, 1.8203)  0.220
H (-1.3832, 1.8457, 0.0438)  0.215
H (-3.2737, 3.5182, -0.0554)  0.159
H (-4.2688, 3.1709, 2.1713)  0.215
H (-3.5897, 4.8480, 2.0471)  0.193
H (-2.7293, 3.6032, 2.9490)  0.215
H (-1.8466, 5.2113, 0.7611)  0.461
C (3.5161, 2.1325, -1.3853)  -0.635
C (2.2027, 2.4853, -2.1520)  0.105
C (1.8787, 1.6272, -3.3221)  -0.632
O (1.0995, 2.4712, -1.2472)  -0.760
H (3.5354, 1.0740, -1.0645)  0.214
H (3.6821, 2.8242, -0.5560)  0.213
H (4.3795, 2.2648, -2.0328)  0.209
H (2.3389, 3.5238, -2.4864)  0.158
H (0.9143, 1.9344, -3.7354)  0.222
H (1.6778, 0.6263, -2.9833)  0.208
H (2.6899, 1.6046, -4.0540)  0.222
H (1.0335, 3.2609, -0.7254)  0.496
C (-0.8031, -2.1208, -0.3618)  -0.630
C (-0.1331, -0.9952, -1.1374)  -0.055
O (0.7529, -0.2531, -0.2640)  -0.799
H (-1.3754, -2.8124, -0.9564)  0.212
H (-1.4559, -1.7407, 0.4299)  0.212
H (0.0020, -2.6714, 0.0898)  0.213
H (-0.8285, -0.2565, -1.5151)  0.168
H (0.4325, -1.4088, -1.9757)  0.157
H (0.8332, 0.6930, -0.5485)  0.514
C (3.7022, 0.4755, 3.6787)  -0.626
C (3.0410, -0.3688, 2.6098)  -0.064
O (1.6683, 0.0097, 2.5124)  -0.775
H (3.2352, 0.2990, 4.6646)  0.218
H (3.7037, 1.5131, 3.3569)  0.208
H (4.7195, 0.0873, 3.8004)  0.206
H (3.1138, -1.4126, 2.8773)  0.169
H (3.5013, -0.1488, 1.6163)  0.160
H (1.3358, -0.1689, 1.6424)  0.505

Charge: 0
Structure (SMILES): CC(C)O.CC(C)O.CC(C)O.CC(C)O.CCO.CCO
E in eV: -29589.8158
Largest force on an atom in eV Å⁻¹: 2.31
ΔE to the lowest compared entry with this formula, charge and spin in kcal/mol: 10.52
Gap between HOMO and LUMO in Eh: 0.3707

HOMO level (eV)
-16.9 -8.8 -9.5